Entry 1:
39
Properties=species:S:1:pos:R:3:forces:R:3 method="wB97M-V/def2-TZVPD" multiplicity=1 e_lumo_ev="-3.74 / -3.74" charge=+1 homo_lumo_gap_ev="7.333 / 7.325"
Mo 0.3566 -0.5223 -0.0347 -0.540 -0.201 0.793
Cl 0.0741 -0.9553 -3.0030 -0.034 -0.225 -0.271
O -1.0268 -1.8249 0.0286 0.727 0.270 -0.110
O 2.1136 -0.9562 -0.4292 -0.102 -0.039 -0.295
N 1.2878 1.3288 0.5639 0.002 -0.202 -0.128
N -0.8127 0.2182 1.6160 -0.140 -0.074 -0.087
C -0.4368 1.5276 2.1799 -0.003 0.074 -0.014
C -0.0859 0.3751 -1.8376 0.103 0.297 0.020
C 5.6268 -0.6245 -1.2019 -0.029 0.009 0.007
C -3.8584 -3.4365 2.5315 -0.017 0.006 0.034
C 5.8825 0.6767 -0.7679 0.014 0.021 0.007
C 4.8644 1.4263 -0.2242 -0.016 0.024 0.012
C 3.3386 -0.4175 -0.5407 0.272 0.211 0.095
C 4.3652 -1.1761 -1.0896 -0.050 -0.025 0.014
C -2.3039 -1.6749 1.9936 0.023 -0.160 -0.189
C -3.4834 -4.1043 1.3571 0.028 0.017 -0.017
C -1.7267 -0.4137 2.2956 0.062 0.111 -0.072
C -3.2780 -2.2355 2.8438 0.011 0.010 -0.011
C 2.5144 1.6974 0.4425 -0.030 -0.010 0.013
C 0.3291 2.2769 1.1211 0.050 0.074 0.036
C -1.9348 -2.3620 0.8244 -0.347 0.011 0.299
C 3.5724 0.8950 -0.1046 0.025 -0.194 -0.086
C -2.5370 -3.5812 0.5052 0.058 0.024 -0.073
H -2.1072 0.0771 3.1909 0.009 0.026 -0.008
H 0.6202 1.1528 -2.1278 -0.087 0.051 0.014
H 0.1873 1.3773 3.0640 0.015 -0.025 -0.030
H 2.7860 2.7021 0.7654 -0.023 0.002 0.000
H 0.8301 3.1516 1.5401 -0.008 -0.010 -0.021
H 6.8751 1.0937 -0.8605 0.001 0.002 0.001
H -3.5618 -1.7032 3.7434 0.000 0.006 0.002
H -1.3318 2.0777 2.4721 0.021 -0.015 0.029
H 5.0506 2.4375 0.1163 0.003 0.006 0.002
H -4.6046 -3.8695 3.1821 -0.001 0.005 0.008
H -3.9475 -5.0513 1.1159 0.007 -0.005 -0.016
H 6.4253 -1.2120 -1.6343 0.003 -0.006 -0.002
H -1.1037 0.7652 -1.8741 -0.004 -0.035 0.038
H -0.3410 2.6025 0.3223 0.006 -0.025 0.001
H 4.1540 -2.1832 -1.4214 -0.005 0.001 0.001
H -2.2438 -4.0883 -0.4036 -0.006 -0.006 0.003

---

Entry 2:
42
Properties=species:S:1:pos:R:3:forces:R:3 method="wB97M-V/def2-TZVPD" multiplicity=1 e_lumo_ev=-0.34 charge=0 homo_lumo_gap_ev=8.148
Cl 5.2021 1.2855 -1.8839 0.053 -0.006 -0.138
S 1.9914 -1.7011 -0.6678 0.521 0.594 -0.293
O 2.4308 -2.2632 0.5705 -0.152 0.247 0.048
O 2.1120 -2.4561 -1.8748 -0.086 0.170 -0.153
O -2.2140 4.8223 -0.7649 0.002 -0.023 0.000
O -0.0898 -3.3268 -0.2223 -0.323 0.147 0.044
O -4.3888 4.3802 -0.4937 -0.515 -0.116 0.065
O -2.9019 -2.7128 0.0869 0.455 0.028 -0.058
N 2.8437 -0.2805 -0.9780 -0.417 -0.788 -0.310
C 4.4955 1.3535 -0.3004 -0.161 -0.122 0.024
C -1.7096 2.0147 -0.5556 -0.511 0.690 -0.015
C 4.4693 2.2641 1.9105 0.053 0.028 -0.018
C 0.3088 -1.0945 -0.5005 0.485 -0.627 0.016
C -0.0287 0.2336 -0.5966 -0.399 0.361 0.014
C 2.8450 0.6130 1.2670 0.119 0.110 0.009
C -0.8668 -4.4947 -0.0396 -0.180 -0.525 0.065
C 3.3828 1.4623 2.2162 -0.036 -0.015 -0.026
C -4.2614 -2.3655 0.2156 -0.196 0.028 0.022
C -2.3181 -0.3843 -0.2291 0.140 0.001 -0.021
C -1.9861 -1.7248 -0.1361 0.032 -0.027 -0.006
C -0.6276 -2.1015 -0.2765 -0.139 0.117 0.036
C 5.0273 2.2099 0.6447 -0.079 -0.041 0.069
C -3.0964 4.0168 -0.5953 0.390 0.549 -0.090
C -1.3643 0.6154 -0.4587 0.344 -0.756 0.040
C -2.9292 2.5665 -0.4744 0.302 -0.337 0.000
C 3.3958 0.5399 -0.0103 0.153 0.363 0.628
H 4.8856 2.9290 2.6506 0.038 0.061 0.069
H -3.8400 2.0103 -0.3229 -0.046 -0.192 0.023
H -4.7838 -3.3074 0.3750 -0.017 0.103 -0.008
H 3.3411 -0.3046 -1.8574 -0.135 -0.195 -0.126
H -4.4688 5.3427 -0.5782 0.294 -0.124 -0.019
H -1.5900 -4.6236 -0.8467 0.084 0.012 0.072
H 2.0089 -0.0228 1.5058 -0.078 0.013 0.139
H -0.8791 2.6923 -0.7132 0.037 0.110 -0.015
H -1.3867 -4.4836 0.9199 0.070 -0.002 -0.098
H 5.8756 2.8248 0.3876 0.062 0.034 -0.062
H -0.1458 -5.3104 -0.0582 -0.065 0.049 0.001
H 2.9455 1.4986 3.2020 -0.048 -0.006 0.089
H -4.6430 -1.8899 -0.6928 0.019 0.005 0.031
H 0.7363 0.9703 -0.7779 0.068 0.125 -0.037
H -3.3475 -0.0885 -0.1210 -0.150 -0.039 0.024
H -4.4298 -1.7094 1.0747 0.011 -0.002 -0.036

---

Entry 3:
45
Properties=species:S:1:pos:R:3:forces:R:3 method="wB97M-V/def2-TZVPD" multiplicity=1 e_lumo_ev=-4.21 charge=+1 homo_lumo_gap_ev=8.533
F -2.9677 -2.1367 3.3512 0.075 0.007 -0.011
F -3.6982 -4.0242 2.5900 -0.071 -0.045 0.101
F -5.0988 -2.5524 3.3721 0.406 -0.096 -0.116
O -5.3420 -2.5172 0.7473 0.275 -0.315 0.020
O -1.4463 6.9013 -2.3798 -0.018 0.021 -0.010
O 0.7279 2.4394 -0.5427 -0.007 -0.206 0.041
O 2.9731 -1.5422 1.2438 -0.096 -0.166 0.061
O 5.3534 -1.4555 -3.4818 0.008 -0.002 -0.037
N 0.3738 0.5905 1.7304 0.085 -0.362 -0.107
N -1.4720 -0.7104 0.9704 0.591 -0.373 -0.061
N -0.6381 -2.7101 1.3249 -0.704 0.051 -0.275
N 0.2876 -1.8062 1.7104 0.060 0.262 0.566
C 4.8133 -1.4750 -2.4021 0.015 0.004 -0.012
C 3.7214 -0.5215 -2.0700 -0.040 0.009 0.035
C 0.2258 3.4696 -0.9640 -0.047 0.147 -0.025
C -1.1402 5.4577 -0.5487 0.004 -0.033 0.054
C 3.5236 -1.5246 0.1539 0.145 0.093 -0.085
C -0.2355 -0.5885 1.5054 -0.662 0.177 -0.179
C 4.6125 -2.4720 -0.1669 -0.003 -0.025 0.022
C -0.9497 5.8839 -1.9604 -0.005 0.019 -0.013
C -0.1249 5.0086 -2.8341 0.033 -0.048 -0.007
C -0.5927 4.3366 -0.0882 -0.002 -0.036 0.011
C -4.1096 -2.0956 1.2760 -0.670 -0.138 -0.312
C 0.4208 3.8885 -2.3684 0.034 -0.021 -0.009
C 3.1236 -0.5453 -0.8821 -0.056 0.025 0.052
C -1.6888 -2.0175 0.8692 0.094 0.764 -0.354
C -3.9789 -2.7138 2.6667 -0.445 0.177 0.212
C -2.9805 -2.5614 0.3644 0.731 -0.519 0.659
C 5.2125 -2.4511 -1.3543 -0.010 -0.024 0.049
H -1.7428 6.1084 0.0718 -0.001 0.025 -0.026
H 2.3320 0.1468 -0.6181 0.028 0.014 0.010
H 6.0114 -3.1336 -1.6139 0.007 0.016 -0.029
H -3.1560 -2.2267 -0.6450 -0.039 0.271 -0.279
H 0.4118 1.2380 0.9586 -0.250 0.532 -0.125
H 1.2075 -2.0311 2.0752 0.164 -0.069 -0.284
H 4.8882 -3.1723 0.6113 -0.007 0.018 0.019
H 3.4494 0.1850 -2.8435 0.028 -0.010 -0.022
H 0.7375 0.8855 2.6139 0.324 -0.328 0.155
H 0.0027 5.3353 -3.8579 -0.018 0.030 0.005
H -5.7854 -1.7639 0.3614 -0.283 0.177 -0.099
H -4.0906 -1.0160 1.3723 0.187 0.228 0.240
H 1.0262 3.2375 -2.9859 0.003 -0.013 0.018
H -0.5372 -3.7108 1.3709 0.279 -0.057 0.242
H -2.9421 -3.6462 0.3597 -0.148 -0.173 -0.091
H -0.7179 4.0090 0.9363 0.007 -0.009 -0.002

---

Entry 4:
42
Properties=species:S:1:pos:R:3:forces:R:3 method="wB97M-V/def2-TZVPD" multiplicity=1 e_lumo_ev=-0.43 charge=0 homo_lumo_gap_ev=8.501
F 1.0474 -3.3615 0.7510 -0.056 0.035 0.007
O -2.1358 -2.2693 1.4347 -0.188 0.323 0.332
O -5.5534 2.5212 -0.5875 -0.321 0.058 -0.101
O 2.4241 2.0547 -0.6719 -0.001 0.246 -0.253
O -3.6754 3.5211 -0.2962 0.170 0.293 -0.038
O 3.8439 0.9224 0.6856 -0.188 -0.186 0.240
N 1.6746 0.6124 0.9434 0.565 -0.588 0.850
N -4.3841 2.5403 -0.2661 -0.179 0.369 -0.114
N 0.3768 0.7366 0.6591 -0.617 0.391 -0.496
C -0.1806 -0.9788 -2.3451 -0.096 0.083 -0.079
C -0.7305 -2.4796 -0.5354 0.040 -0.230 0.147
C 5.1971 2.9546 0.6958 -0.209 -0.355 -0.058
C 1.1686 -1.1046 -2.0616 -0.052 -0.050 0.052
C 2.6319 1.2893 0.2239 -0.134 -0.159 0.050
C -2.4417 1.2485 0.4637 -0.191 0.024 -0.009
C -4.0530 -1.0063 0.7558 0.220 -0.077 0.091
C -1.1176 -1.6642 -1.5931 0.153 -0.142 -0.074
C -1.7526 -3.1308 0.3599 0.233 -0.276 -0.302
C -0.4611 -0.0401 1.2143 0.855 -0.173 0.305
C 0.6310 -2.5890 -0.2775 -0.087 0.145 -0.242
C 1.5835 -1.9242 -1.0270 0.003 -0.177 0.153
C -3.7983 1.3008 0.1865 0.482 -1.064 0.359
C -1.8756 0.0584 0.9066 -0.745 -0.218 -0.032
C -2.6923 -1.0800 1.0380 0.050 0.430 -0.107
C 4.9658 1.5792 0.0889 0.244 0.346 -0.241
C -4.6141 0.1835 0.3398 0.022 0.263 -0.124
H -2.1691 -1.5632 -1.8199 -0.122 0.007 -0.007
H 4.7922 1.6656 -0.9884 0.076 -0.087 0.153
H 1.8974 -0.5601 -2.6404 0.086 0.062 -0.057
H 1.9946 -0.0772 1.6275 -0.112 0.254 -0.278
H 6.0885 3.3975 0.2616 0.113 0.080 -0.035
H -5.6685 0.2642 0.1244 -0.014 -0.005 -0.001
H 5.3276 2.8755 1.7724 0.053 0.021 0.090
H -0.5042 -0.3390 -3.1503 -0.032 0.080 -0.088
H -0.1626 -0.8269 1.9145 0.065 0.064 -0.055
H -4.6604 -1.8911 0.8712 -0.051 -0.082 0.024
H 4.3464 3.5984 0.4874 -0.020 0.081 -0.017
H -2.6376 -3.4126 -0.2260 0.100 0.041 0.104
H 2.6280 -2.0465 -0.7853 0.108 -0.024 0.038
H 5.8106 0.9145 0.2796 -0.120 0.051 -0.060
H -1.8195 2.1201 0.3333 0.013 0.062 0.017
H -1.3416 -4.0137 0.8528 -0.115 0.083 -0.140